No. 1
Molecular formula: C5H12PS2
Method: DFT, the ωB97M-V functional and the def2-TZVPD basis

XYZ file:
```
20
Properties=species:S:1:pos:R:3:lowdin_charge:R:1
C -0.6890 -1.3167 1.0016 -0.219
C -1.7164 -0.6603 0.2023 -0.231
C 0.5402 -1.6413 0.0733 -0.174
C -3.0326 -1.0020 0.1105 0.047
C 1.5282 -0.4387 -0.0044 -0.421
P 0.7331 1.1767 -0.5244 0.626
S 2.5960 2.8342 -1.5121 0.602
S 0.5654 1.9829 1.3746 0.497
H -0.3042 -0.8696 1.9446 0.114
H -1.0856 -2.2199 1.3868 0.102
H 2.1954 3.0955 -2.7425 -0.146
H -1.3332 0.1004 -0.4667 0.013
H 1.1692 -2.3533 0.3687 0.072
H 0.3535 -1.8127 -0.9671 0.114
H -3.6009 -0.8262 -0.8010 0.061
H -3.4797 -1.9157 0.5782 0.085
H 1.8075 -0.1989 0.9456 0.007
H 2.2555 -0.7306 -0.6826 0.066
H 1.5930 3.7266 -1.0749 -0.098
H -0.0953 3.0694 0.7896 -0.117
```

Net charge ... +1
HOMO ... -12.856 eV
Spin multiplicity ... 1
Frontier orbital gap ... 7.37 eV
M ... 167.26 g/mol
E ... -1335.0811 Ha

***

No. 2
Molecular formula: C22H46AlB3BeF3N6O15S3Si2
Method: DFT, the ωB97M-V functional and the def2-TZVPD basis

XYZ file:
```
102
Properties=species:S:1:pos:R:3:lowdin_charge:R:1
B 7.0965 -0.9495 2.0810 -0.193
O 7.7334 -2.2461 1.7764 0.108
B 7.2075 -2.6565 0.4276 -0.140
O 7.3818 -1.6122 -0.6424 0.115
B 6.5108 -0.4964 -0.1400 -0.410
C 5.1461 -0.1900 -1.0043 -0.076
C 4.0896 0.8379 -0.2587 -0.208
C 3.6681 0.3879 1.2622 -0.225
C 2.3462 1.2467 1.8201 -0.431
S 0.8248 0.8574 0.7985 0.900
C 0.6543 -0.9763 0.4498 -0.400
N 0.9134 -1.7133 -0.8569 -0.006
N 0.6261 -3.0598 -0.6709 -0.237
C 0.1774 -3.1712 0.7936 0.047
O 0.2040 -1.8723 1.5316 -0.105
O 6.9432 0.1795 1.0989 0.106
H 6.6152 -0.7750 3.1598 0.111
H 6.6622 -3.6827 0.2388 0.061
H 4.5887 -1.2324 -1.1646 0.129
H 5.4294 0.2366 -2.0736 0.133
H 4.5150 1.9449 -0.1922 0.132
H 3.1296 0.8787 -0.9610 0.104
H 4.5222 0.6111 2.0612 0.085
H 3.4224 -0.7683 1.3680 0.124
H 2.0902 0.9755 2.9428 0.103
H 2.6374 2.3998 1.7682 0.096
H -0.1790 -4.1263 1.3728 0.167
O 5.6578 1.7492 3.4993 -0.068
H 5.9622 1.4731 2.6218 -0.007
H 6.1431 2.5709 3.6675 0.055
O 6.3692 -5.3684 -0.5160 -0.174
H 6.6728 -6.2494 -0.6382 -0.063
C 0.4301 5.7396 0.1987 0.052
N 0.6338 4.2915 -0.0753 -0.398
O -0.2371 3.7121 -0.7346 0.037
O 1.6625 3.7773 0.3793 0.005
H -0.5098 6.0568 -0.2580 0.085
H 0.3950 5.8682 1.2824 0.109
H 1.2727 6.2794 -0.2385 0.105
Al 1.6902 -4.3041 -2.1132 0.812
N -3.2812 -1.9627 3.1890 -0.299
S -4.8123 -2.0431 3.5313 0.523
O -5.6430 -2.9048 2.6969 -0.302
O -5.4555 -0.8415 4.0487 -0.306
F -4.7388 -2.9242 4.8688 -0.209
S -3.0306 -1.1869 1.8449 0.562
O -1.6800 -1.3542 1.3106 -0.345
O -3.5582 0.1664 1.7203 -0.286
F -3.8884 -1.9937 0.7681 -0.193
C -0.8721 -9.0196 0.2891 0.053
C -0.1286 -8.0677 -0.2831 0.033
C 1.2559 -8.3359 -0.7194 -0.382
O 1.9379 -7.4647 -1.2414 -0.001
C 1.7861 -9.6963 -0.5005 -0.154
C 1.0426 -10.6482 0.0717 -0.007
C -0.3420 -10.3800 0.5080 -0.353
O -1.0239 -11.2512 1.0300 0.146
H -1.8891 -8.8393 0.6156 0.138
H -0.5033 -7.0651 -0.4512 0.122
H 2.8031 -9.8766 -0.8270 0.019
H 1.4172 -11.6508 0.2399 0.133
C -5.1127 -2.8327 9.5721 0.004
C -5.2906 -1.9812 8.3462 -0.471
O -4.4639 -1.9656 7.4360 0.120
N -6.4104 -1.2079 8.2583 0.125
C -7.4895 -1.0855 9.2093 -0.001
H -4.1747 -3.3901 9.4956 0.095
H -5.0674 -2.2015 10.4634 0.093
H -5.9343 -3.5492 9.6530 0.098
H -6.4576 -0.6640 7.4043 0.173
H -8.4165 -1.3742 8.7079 0.080
H -7.5567 -0.0377 9.5116 0.126
H -7.3416 -1.7106 10.0905 0.100
C -0.7401 7.4482 -8.8808 -0.180
Si -0.8479 6.0908 -7.5689 0.383
C 0.8229 5.2406 -7.5207 -0.139
C -2.1320 4.8581 -8.1575 -0.137
N -1.2699 6.8357 -6.0525 0.066
Si -1.4581 5.8843 -4.6058 0.388
C 0.1182 5.0007 -4.1052 -0.126
C -2.8378 4.6217 -4.7415 -0.129
C -1.9121 7.0521 -3.1890 -0.175
H -0.4741 7.0155 -9.8498 0.038
H -1.7015 7.9622 -8.9857 0.037
H 0.0226 8.1860 -8.6130 0.036
H 1.1500 4.9954 -8.5361 0.058
H 0.7836 4.3058 -6.9569 0.029
H 1.5801 5.8897 -7.0708 0.048
H -3.1397 5.2810 -8.0920 0.050
H -2.1018 3.9345 -7.5749 0.030
H -1.9473 4.5896 -9.2030 0.059
H 0.3347 4.1565 -4.7639 0.033
H 0.0220 4.6046 -3.0893 0.031
H 0.9722 5.6844 -4.1203 0.050
H -3.7477 5.0780 -5.1429 0.050
H -3.0743 4.2142 -3.7531 0.063
H -2.5557 3.7826 -5.3805 0.031
H -2.8505 7.5720 -3.4014 0.038
H -1.1258 7.7960 -3.0336 0.035
H -2.0364 6.4845 -2.2612 0.026
F -10.1165 -1.9644 8.9198 -0.351
Be 3.4835 -9.8842 0.8099 0.583
```

Net charge ... +1
HOMO ... -9.044 eV
Spin multiplicity ... 1
Frontier orbital gap ... 0.84 eV
M ... 912.43 g/mol
E ... -4726.8566 Ha

***

No. 3
Molecular formula: C23H36N9O2Ru
Method: DFT, the ωB97M-V functional and the def2-TZVPD basis

XYZ file:
```
71
Properties=species:S:1:pos:R:3:lowdin_charge:R:1
Ru -0.2120 0.0838 -0.0880 1.330
O 1.2890 0.4427 -1.7989 -0.217
C 1.9530 -0.7163 -2.4078 -0.180
C 3.1864 -1.0996 -1.6206 -0.153
C 2.8810 -1.2905 -0.1329 -0.139
C 1.8665 -2.3730 0.1294 -0.278
C 2.2188 -3.7099 0.0264 0.004
C 1.2935 -4.6873 0.3401 -0.016
C 0.0342 -4.3015 0.7739 -0.027
C -0.2614 -2.9587 0.8246 -0.117
N 0.6226 -1.9985 0.4861 0.005
H 1.9634 1.1215 -1.6286 0.078
H 2.1961 -0.4666 -3.4373 0.135
H 1.2059 -1.5073 -2.4106 0.120
H 3.9563 -0.3313 -1.7393 0.129
H 3.5892 -2.0171 -2.0546 0.132
H 2.5090 -0.3532 0.2885 0.073
H 3.7981 -1.5190 0.4110 0.135
H 3.2269 -3.9752 -0.2681 0.132
H 1.5566 -5.7350 0.2686 0.127
H -0.7094 -5.0301 1.0658 0.121
H -1.2344 -2.6197 1.1446 0.090
C -4.2029 -1.7658 0.8502 -0.010
N -4.2349 -1.2104 -0.4999 -0.066
C -5.5406 -1.2234 -1.1710 -0.130
C -5.5621 -0.1960 -2.2788 -0.139
C -4.3935 -0.4634 -3.1959 -0.131
N -3.1419 -0.5144 -2.4308 -0.060
C -1.9412 -0.3050 -3.2221 -0.013
C -3.0900 -0.9532 -1.1593 -0.464
O -1.9809 -1.1085 -0.5601 -0.178
H -5.0236 -1.3357 1.4216 0.097
H -3.2671 -1.5178 1.3388 0.073
H -4.3224 -2.8511 0.8374 0.107
H -6.2964 -1.0071 -0.4183 0.129
H -5.7460 -2.2233 -1.5642 0.141
H -5.4861 0.8093 -1.8565 0.118
H -6.4964 -0.2582 -2.8343 0.132
H -4.2881 0.3211 -3.9432 0.130
H -4.5333 -1.4080 -3.7297 0.141
H -1.9790 0.6788 -3.6901 0.101
H -1.8618 -1.0608 -4.0065 0.110
H -1.0545 -0.3595 -2.6053 0.039
C -0.2063 3.3205 -1.5053 -0.038
N -1.2597 3.7424 -0.5995 -0.132
C -1.2629 5.1660 -0.2428 -0.026
C -2.1427 2.8541 -0.0708 -0.423
N -1.8824 1.5647 -0.0126 0.030
N -3.3087 3.3603 0.4287 -0.157
C -4.1509 4.2535 -0.3726 -0.028
C -4.0309 2.6109 1.4457 -0.044
H 0.6618 3.9627 -1.3689 0.089
H -0.5091 3.3739 -2.5533 0.106
H 0.0947 2.3002 -1.3065 0.012
H -0.2298 5.4947 -0.1350 0.090
H -1.7746 5.3090 0.7039 0.098
H -1.7338 5.7917 -1.0004 0.095
H -2.7059 1.0624 0.2896 0.033
H -3.6437 4.5434 -1.2851 0.087
H -4.4234 5.1504 0.1842 0.102
H -5.0680 3.7289 -0.6504 0.093
H -4.7293 1.8842 1.0109 0.088
H -4.6088 3.3074 2.0504 0.103
H -3.3341 2.0937 2.1018 0.094
N 0.2785 0.9133 1.9590 0.132
C 1.0042 1.7732 2.1944 -0.112
C 1.9714 2.8131 2.1922 -0.140
C 2.0510 3.7854 3.1984 -0.134
N 2.1056 4.5986 4.0196 0.269
C 2.7603 2.8417 1.0049 -0.138
N 3.2485 2.7727 -0.0385 0.239
```

Energy above the lowest of the compared OMol25 structures with the same formula, charge and spin ... 19.71 kcal per mole
Net charge ... +2
HOMO (spin up / spin down) ... -13.928 / -14.115 eV
Spin multiplicity ... 6
Frontier orbital gap (spin up / spin down) ... 8.62 / 5.01 eV
<S²> ... 8.788
M ... 571.67 g/mol
E ... -1635.5767 Ha

***

No. 4
Molecular formula: C12H13Br2N3O4RuS2Se4
Method: DFT, the ωB97M-V functional and the def2-TZVPD basis

XYZ file:
```
41
Properties=species:S:1:pos:R:3:lowdin_charge:R:1
Ru -1.4518 1.7378 -0.5740 0.305
Se -1.8823 1.6231 1.8850 0.066
Se -0.1498 1.7513 3.2874 -0.016
Se 2.0472 2.7751 1.1279 0.051
Se 0.9944 1.9097 -0.7061 0.270
Br -1.4137 1.6850 -3.0605 0.091
C -4.4784 1.7646 -2.6623 -0.495
Br -4.1046 1.9318 -0.8384 0.718
H -4.1923 0.7940 -3.0216 -0.041
H -4.1843 2.6489 -3.2040 -0.036
C -0.9811 5.7942 -1.4038 -0.081
O -0.7637 4.3953 -1.3073 -0.229
C -1.5000 3.7763 -0.3554 -0.752
O -2.1720 4.4209 0.4067 -0.056
H -0.4000 6.1190 -2.2728 0.091
H -0.6323 6.3043 -0.5080 0.090
H -2.0419 5.9888 -1.5639 0.089
N 3.7035 -3.6419 3.5710 0.072
C 3.1953 -3.1422 2.3502 -0.318
C 2.7326 -4.0031 1.3556 -0.040
C 2.2673 -3.4939 0.1586 -0.083
C 2.2660 -2.1305 -0.0733 -0.305
C 2.6798 -1.2642 0.9233 -0.056
C 3.1518 -1.7641 2.1167 -0.027
S 1.6434 -1.4768 -1.5691 0.522
O 1.2863 -2.6252 -2.3874 -0.353
O 2.6077 -0.5164 -2.0343 -0.339
N 0.3526 -0.6510 -1.1259 -0.271
C -0.7665 -1.2720 -0.7431 -0.716
S -1.1046 -2.9618 -0.6259 1.063
C -2.6878 -2.5993 -0.0345 -0.411
C -2.8659 -1.2556 0.0154 -0.305
N -1.7966 -0.4891 -0.3763 -0.158
H 3.3335 -4.5546 3.8229 0.081
H 3.5628 -2.9950 4.3421 0.082
H 2.7561 -5.0733 1.5002 0.104
H 1.9531 -4.1604 -0.6332 0.105
H 2.6864 -0.1897 0.7805 0.060
H 3.4905 -1.0656 2.8844 0.115
H -3.3940 -3.3636 0.2152 0.048
H -3.7465 -0.7309 0.3381 0.063
```

Energy above the lowest of the compared OMol25 structures with the same formula, charge and spin ... 5.71 kcal per mole
Net charge ... -1
HOMO (spin up / spin down) ... -4.717 / -5.179 eV
Spin multiplicity ... 6
Frontier orbital gap (spin up / spin down) ... 7.05 / 5.75 eV
<S²> ... 8.784
M ... 904.11 g/mol
E ... -16575.3555 Ha